1.
{"formula": "C20H29FN3O7", "method": "ωB97M-V/def2-TZVPD", "symbols": ["F", "O", "O", "O", "O", "O", "O", "O", "N", "N", "N", "C", "C", "C", "C", "C", "C", "C", "C", "C", "C", "C", "C", "C", "C", "C", "C", "C", "C", "C", "C", "H", "H", "H", "H", "H", "H", "H", "H", "H", "H", "H", "H", "H", "H", "H", "H", "H", "H", "H", "H", "H", "H", "H", "H", "H", "H", "H", "H", "H"], "positions_angstrom": [[-0.40952, -1.66893, -2.44371], [-2.67799, -5.33650, 2.58968], [1.28045, 4.34160, -1.95288], [-3.26815, -5.70584, 4.74003], [3.42103, -1.90290, -3.81693], [5.94533, 3.70631, 0.58569], [3.43962, 5.29117, -1.58219], [-3.54461, -3.66300, 3.84791], [0.07979, 2.26309, -1.55513], [2.39421, -0.67477, -2.17370], [-1.16049, 1.85870, -1.65752], [-4.21512, -2.35817, 5.78795], [1.28297, 1.61103, -1.66087], [-1.22592, -3.25521, 1.01345], [-3.19355, -1.14276, -1.02450], [-2.83728, 0.01134, -2.05131], [2.11275, -0.17326, -4.80854], [-2.61885, -0.93111, 0.44042], [-3.57035, -4.80686, 5.80683], [-0.18468, -0.35075, -2.13058], [1.21688, 0.13510, -2.00097], [-3.12090, -4.93828, 3.62297], [2.14576, 5.11595, -1.06063], [4.33739, 4.22901, -1.21189], [2.68760, -0.96175, -3.57239], [-1.36641, 0.54049, -1.92961], [0.21271, 3.74168, -1.24557], [-1.74094, -2.17042, 0.84317], [2.34050, -1.93724, -1.37482], [-4.26784, -3.69337, 5.08131], [5.61844, 4.70940, -0.42034], [-2.95253, -2.16255, -1.46000], [6.71061, 4.00175, 1.10985], [5.48536, 5.69273, 0.11699], [2.28023, 2.11826, -1.50983], [-2.62742, -4.50176, 6.27035], [-5.30704, -3.95053, 4.84959], [-2.05249, 0.02880, 0.59593], [-3.01008, -0.31358, -3.12250], [3.36351, -2.30928, -1.06742], [2.95993, 0.11802, -5.49953], [-3.47333, -0.91271, 1.18953], [-0.97538, -4.34258, 1.09218], [1.35751, -0.85156, -5.30324], [3.86063, 3.40756, -0.59016], [1.74372, -1.81760, -0.41979], [-4.32700, -1.14036, -0.92593], [0.24860, 3.89291, -0.12336], [-4.20047, -5.28537, 6.55619], [2.23509, 4.65576, -0.02935], [1.88456, -2.75743, -2.00503], [1.61924, 6.11306, -0.90868], [1.57506, 0.78414, -4.54698], [-4.51580, -1.55501, 5.11182], [4.65472, 3.72206, -2.18095], [-3.52939, 0.88458, -1.84698], [6.51754, 4.72832, -1.11783], [-0.73937, 4.26006, -1.58750], [-3.20142, -2.12514, 6.12326], [-4.87648, -2.35255, 6.65617]], "homo_lumo_gap_ev": 7.529, "spin_multiplicity": 1, "e_homo_ev": -12.12, "e_lumo_ev": -4.6, "charge": 1}

***

2.
{"formula": "C19H32BClN2O5P2", "method": "ωB97M-V/def2-TZVPD", "symbols": ["Cl", "P", "P", "O", "O", "O", "O", "O", "N", "N", "C", "C", "C", "C", "C", "C", "C", "C", "C", "C", "C", "C", "C", "C", "C", "C", "C", "C", "C", "B", "H", "H", "H", "H", "H", "H", "H", "H", "H", "H", "H", "H", "H", "H", "H", "H", "H", "H", "H", "H", "H", "H", "H", "H", "H", "H", "H", "H", "H", "H", "H", "H"], "positions_angstrom": [[-3.67335, -2.19953, -3.25749], [-2.31995, -0.18698, 1.76984], [2.70009, 2.03827, 1.49065], [4.28646, -1.36973, -0.01802], [-0.58138, 5.29221, 1.17775], [-3.81109, -3.23085, 0.38621], [4.87972, -0.29798, -0.76679], [-4.64116, -1.13351, -0.28474], [1.78783, -0.57050, -1.59886], [0.64877, 0.54369, 0.69636], [-1.65702, 2.51334, 2.66626], [-1.38268, -0.70201, 0.28413], [2.88476, 3.51476, 0.39434], [1.87902, 0.82767, 0.34544], [-2.34084, -4.50518, -4.69228], [-1.37468, -0.64031, 3.30234], [-1.47923, -2.11954, -1.69976], [1.54687, 3.70375, -0.33693], [-0.05754, -0.32708, -0.07017], [3.85105, 0.54949, -1.30518], [2.45606, 0.24989, -0.83544], [-2.26674, -3.08311, -2.56089], [0.52299, -0.88122, -1.22099], [4.40171, 1.40842, 1.74346], [-2.08536, -1.55675, -0.51368], [-2.53778, 1.64173, 1.75562], [0.09356, -1.05469, 3.19313], [-0.20657, -1.78170, -2.01636], [-1.48250, -3.74762, -3.68150], [-3.57402, -1.95414, -0.09589], [4.39180, 0.32325, 1.83264], [-2.40017, 1.95095, 0.71742], [-0.67651, 2.07709, 2.84213], [-3.00969, -3.60953, 0.75861], [5.07199, 1.64517, 0.91861], [-0.95568, -2.96020, -4.22358], [0.72998, -0.17562, 3.14061], [-1.11048, 5.95774, 0.72556], [-0.73607, -4.40908, -3.24140], [4.79853, 1.82514, 2.66545], [-2.17524, 2.69326, 3.60811], [-1.96016, -1.42597, 3.77457], [0.29537, -2.18537, -2.88379], [-2.68522, -3.86259, -1.92578], [-1.51528, 3.49739, 2.21353], [-1.43981, 0.23078, 3.95636], [4.75519, -2.12486, -0.39535], [0.28937, -1.69085, 2.33363], [3.03525, 4.36593, 1.05828], [0.38410, -1.59396, 4.09700], [3.73557, 3.46547, -0.28595], [1.37822, 4.73636, -0.62476], [0.76541, 3.43247, 0.37149], [-3.58611, 1.81818, 1.98491], [-2.70711, -3.83405, -5.46428], [-0.23992, 5.74946, 1.95361], [-5.45046, -1.61058, -0.06965], [1.46690, 3.04521, -1.19980], [-1.73075, -5.25485, -5.19570], [3.85699, 0.42148, -2.38783], [4.14267, 1.57188, -1.07725], [-3.18565, -5.01050, -4.22796]], "homo_lumo_gap_ev": 7.431, "spin_multiplicity": 1, "e_homo_ev": -7.61, "smiles": "CC[C@H](Cl)c1cc2nc(COO)c(P(C)CC)nc2c(P(CC)CC)c1B(O)O.O", "e_lumo_ev": -0.2, "charge": 0}

***

3.
{"formula": "C6H7CoFNO4S2", "method": "ωB97M-V/def2-TZVPD", "symbols": ["Co", "S", "S", "F", "O", "O", "O", "O", "N", "C", "C", "C", "C", "C", "C", "H", "H", "H", "H", "H", "H", "H"], "positions_angstrom": [[-0.44372, 1.61390, 0.09092], [1.78306, 2.48847, 1.12538], [0.16047, 0.10299, -1.77156], [-1.43354, 2.60647, -1.07459], [-1.57421, 0.37237, 0.64248], [0.49060, 3.21493, 0.71869], [1.31776, 1.02334, 1.07218], [2.43214, 2.92886, 2.30697], [-1.37394, -0.92035, 0.24242], [-0.62023, -1.15815, -0.90429], [-1.27587, -3.46165, -0.52422], [-2.08818, -1.79112, 0.97048], [-0.61296, -2.50141, -1.29998], [-2.07691, -3.12463, 0.58244], [2.87536, 2.74345, -0.29318], [3.60737, 1.89960, -0.35665], [-0.22625, -2.81167, -2.27689], [2.24620, 2.74381, -1.21638], [-1.20291, -4.53114, -0.78752], [3.38923, 3.72444, -0.13234], [-2.74276, -3.80596, 1.09466], [-2.63072, -1.35656, 1.79100]], "homo_lumo_gap_ev": [4.313, 5.970], "spin_multiplicity": 6, "e_homo_ev": [-1.39, -4.41], "e_lumo_ev": [2.9, 1.6], "charge": -1}

***

4.
{"formula": "C17H19Br4N9O3PtS", "method": "ωB97M-V/def2-TZVPD", "symbols": ["Pt", "Br", "Br", "Br", "Br", "S", "O", "O", "O", "N", "N", "N", "N", "N", "N", "N", "N", "N", "C", "C", "C", "C", "C", "C", "C", "C", "C", "C", "C", "C", "C", "C", "C", "C", "C", "H", "H", "H", "H", "H", "H", "H", "H", "H", "H", "H", "H", "H", "H", "H", "H", "H", "H", "H"], "positions_angstrom": [[-0.26136, -0.07795, -0.32658], [-1.90133, -1.11374, 4.53800], [-1.38797, 1.35138, 6.65666], [1.11500, 4.40234, 2.53384], [0.21060, 4.07503, 5.68422], [-0.45194, -2.62794, -0.40480], [1.95932, 0.60630, -2.03671], [0.40512, 1.86883, 1.03156], [-0.70123, -0.41781, 1.87873], [-1.97175, 1.24252, -0.74757], [1.96116, -2.12560, 0.81471], [1.95806, -0.78172, 0.50808], [-0.12981, 0.00134, -4.76572], [1.34074, -4.14815, 0.95824], [2.52993, -4.08190, 1.61120], [-3.84034, 2.38026, -0.81233], [-0.14170, -0.15694, -2.54071], [-2.03950, -0.87444, -3.71208], [-0.80663, 1.49820, 4.89238], [0.06516, 1.80305, 2.19768], [-3.28424, 1.17593, -0.61204], [4.14001, -2.27571, 2.10777], [2.90916, -2.85467, 1.52986], [-1.66870, 2.55226, -1.03829], [-1.02103, 0.45855, 4.02209], [-5.24892, 2.72342, -0.70829], [-0.81185, -0.36951, -3.68612], [-0.58285, 0.53049, 2.66713], [1.17945, 0.48128, -4.36326], [-0.12916, 2.70841, 4.45679], [-0.53240, -0.21829, -6.14361], [0.94747, -2.97079, 0.46665], [1.10088, 0.34745, -2.85386], [-2.82906, 3.26451, -1.07932], [0.26983, 2.85378, 3.15806], [2.21445, -0.21796, 1.30947], [-3.00639, 4.30958, -1.26376], [-2.47448, -1.15425, -4.57468], [-1.53456, 0.17156, -6.32199], [-2.42711, -1.22286, -2.85162], [-5.52346, 3.39702, -1.51639], [0.84846, -5.02369, 0.89352], [1.34672, 1.51676, -4.66526], [-0.65829, 2.88288, -1.20067], [4.76598, -3.08634, 2.47119], [-3.84247, 0.28126, -0.39071], [2.55167, -0.54215, -0.28305], [1.98753, -0.13379, -4.76451], [0.15658, 0.30640, -6.79906], [3.90813, -1.62111, 2.95015], [-5.85565, 1.82406, -0.76939], [4.69981, -1.70726, 1.36444], [-0.50254, -1.27998, -6.39804], [-5.44711, 3.22000, 0.24062]], "homo_lumo_gap_ev": [4.756, 4.761], "spin_multiplicity": 1, "e_homo_ev": [-12.83, -12.83], "relative_energy_ev": 2.4359, "e_lumo_ev": [-8.1, -8.1], "charge": 2}

***

- The highest charge belongs to which entry?
  C17H19Br4N9O3PtS

***

- Which value of charge does entry 1 give?
  +1